This record from the OMol25 dataset describes C36H36Li2O16S as an isolated structure in a non-equilibrium geometry. The level of theory is wB97M-V/def2-TZVPD.

Each line ends with the Löwdin charge.
Positions of all 91 atoms, in Å:
1 Li -2.14 2.26 2.48  0.837
2 Li 0.85 2.52 -2.50  0.849
3 S -0.49 1.03 0.21  0.243
4 O -0.96 2.06 1.11  -0.405
5 O -0.04 1.76 -0.92  -0.369
6 O 0.52 0.26 0.74  -0.289
7 O -1.60 0.13 -0.15  -0.298
8 C 1.77 -3.68 -1.85  0.049
9 C 2.13 -4.96 -1.29  -0.016
10 C 2.22 -5.21 0.03  -0.384
11 C 2.24 -4.10 0.96  0.051
12 C 1.83 -2.88 0.40  -0.024
13 C 1.58 -2.67 -0.92  -0.354
14 O 1.29 -1.42 -1.21  0.068
15 O 2.44 -6.42 0.51  0.063
16 H 1.77 -3.66 -2.73  -0.001
17 H 2.32 -5.77 -2.07  0.140
18 H 2.57 -4.23 1.94  0.095
19 H 1.82 -2.05 1.16  0.131
20 H 1.16 -0.74 -0.60  0.008
21 H 2.52 -7.05 -0.23  0.125
22 C -4.50 -3.32 -1.71  0.000
23 C -4.34 -4.70 -1.77  -0.033
24 C -3.09 -5.34 -1.45  -0.276
25 C -2.02 -4.55 -0.95  0.045
26 C -2.17 -3.10 -0.91  0.038
27 C -3.40 -2.51 -1.25  -0.294
28 O -3.58 -1.20 -1.03  -0.014
29 O -2.96 -6.73 -1.52  0.013
30 H -5.44 -2.95 -1.73  0.072
31 H -5.20 -5.38 -1.95  0.113
32 H -1.10 -4.88 -0.92  0.043
33 H -1.36 -2.78 -0.65  -0.008
34 H -2.78 -0.60 -0.68  0.065
35 H -3.77 -7.17 -1.76  0.075
36 C -3.64 1.44 -3.12  -0.054
37 C -3.65 1.82 -4.37  -0.041
38 C -4.10 3.12 -4.68  -0.221
39 C -4.46 4.04 -3.69  -0.031
40 C -4.36 3.65 -2.37  -0.014
41 C -3.95 2.32 -2.07  -0.230
42 O -3.57 1.90 -0.77  -0.013
43 O -4.14 3.62 -6.02  0.103
44 H -3.39 0.46 -2.98  0.086
45 H -3.33 1.14 -5.21  0.142
46 H -4.91 4.95 -3.79  0.081
47 H -4.50 4.34 -1.37  0.174
48 H -2.99 1.14 -0.65  0.013
49 H -3.93 3.21 -6.68  -0.073
50 C -0.33 -2.80 3.03  -0.046
51 C -0.51 -3.96 3.69  -0.019
52 C -0.01 -4.23 5.02  -0.262
53 C 0.70 -3.13 5.71  -0.009
54 C 0.67 -1.93 5.07  -0.073
55 C 0.20 -1.80 3.81  -0.266
56 O 0.19 -0.42 3.24  -0.015
57 O -0.21 -5.42 5.66  0.012
58 H -0.65 -2.60 1.97  0.145
59 H -1.05 -4.73 3.14  0.120
60 H 1.11 -3.42 6.75  0.133
61 H 1.08 -0.98 5.47  0.136
62 H 0.60 -0.48 2.42  -0.023
63 H -0.24 -5.40 6.64  0.121
64 C 0.83 7.44 -0.21  -0.003
65 C -0.26 6.53 -0.48  -0.054
66 C -0.69 5.59 0.39  -0.342
67 C -0.05 5.55 1.70  0.027
68 C 1.04 6.39 2.01  0.011
69 C 1.42 7.32 1.07  -0.364
70 O 2.45 8.10 1.38  0.065
71 O -1.57 4.58 0.09  -0.045
72 H 0.94 8.12 -1.09  0.115
73 H -0.80 6.56 -1.53  0.147
74 H -0.38 4.92 2.35  0.034
75 H 1.62 6.29 2.90  0.113
76 H 2.79 8.71 0.75  0.096
77 H -1.23 3.65 0.56  0.106
78 C 3.77 0.81 -0.61  -0.056
79 C 4.96 1.03 -1.34  0.001
80 C 6.23 1.27 -0.70  -0.469
81 C 6.22 1.20 0.68  -0.012
82 C 5.00 1.10 1.40  -0.002
83 C 3.77 0.84 0.73  -0.291
84 O 2.68 0.91 1.63  -0.005
85 O 7.26 1.39 -1.39  0.036
86 H 2.94 0.64 -1.14  0.045
87 H 4.96 1.05 -2.52  0.136
88 H 7.07 1.46 1.40  0.136
89 H 4.95 1.16 2.48  0.109
90 H 1.83 0.60 1.18  0.000
91 H 7.53 0.95 -2.34  0.232

## Properties
Kohn-Sham gap   5.58 eV
Energy above the lowest of the compared OMol25 structures with the same formula, charge and spin   70.81 kcal/mol
F_max   0.3171 Eh/bohr
HOMO energy   -0.2593 Eh
Calculated total energy   -3010.23559 Eh